Model A:
Below is a cluster of 2 separate species, C3H13N5 in total, with properties calculated with ωB97M-V/def2-TZVPD.

Output
LUMO level (eV): 0.886
Kohn-Sham gap (Ha): 0.347
Structure (SMILES): [H]/N=C(\N)N(C)C.NN
HOMO level (eV): -8.55

The geometry in ORCA input format:
```
! RIJCOSX wB97M-V def2-TZVPD def2/J DEFGRID3
* xyz 0 1
C 0.9305 1.2056 -1.0806
N 1.1868 0.4217 0.1094
H 1.3131 2.2097 -0.9106
H 1.3687 0.4820 2.1589
C 0.7658 -0.8763 0.1942
H 0.5445 -2.5380 -0.9462
H 1.0544 -1.1965 -1.8208
H -0.1404 1.2689 -1.2980
H 1.4537 0.7956 -1.9467
C 1.2347 1.1814 1.3386
N -2.4828 -0.5598 -0.6705
H 0.3500 -2.4024 1.2904
H -1.6430 -0.8722 -1.1542
N 0.5435 -1.5307 -1.0195
H 0.3110 1.7466 1.4956
H 2.0769 1.8737 1.2982
N 0.5828 -1.4157 1.3358
N -2.0870 0.4919 0.2151
H -2.9346 0.9400 0.5528
H -1.5680 0.1399 1.0234
H -2.8606 -1.3655 -0.1654
*
```

From a natural (NBO) analysis of the wavefunction, the atomic charges in e read:
1. C -0.416
2. N -0.440
3. H 0.212
4. H 0.251
5. C 0.598
6. H 0.389
7. H 0.386
8. H 0.219
9. H 0.182
10. C -0.416
11. N -0.680
12. H 0.338
13. H 0.359
14. N -0.857
15. H 0.186
16. H 0.192
17. N -0.820
18. N -0.692
19. H 0.346
20. H 0.342
21. H 0.322



Model B:
Below is a structure of composition C3H13N5, with properties calculated with ωB97M-V/def2-TZVPD.

Output
LUMO level (eV): 1.054
Kohn-Sham gap (Ha): 0.361
HOMO level (eV): -8.76

The geometry in ORCA input format:
```
! RIJCOSX wB97M-V def2-TZVPD def2/J DEFGRID3
* xyz 0 1
H 3.4164 -0.1157 -0.5696
H -1.8998 1.3929 -0.2799
H 3.0096 -1.4290 -1.6939
H -2.9690 -1.0566 2.2331
C 2.6089 -0.7687 -0.9087
N -1.4567 0.0028 1.2568
C -1.1970 1.2442 0.5496
H 0.6754 -0.5370 -1.5065
H -3.0412 0.7015 2.4513
H -1.3047 2.0962 1.2310
H -0.3662 -1.0004 2.1238
C -2.8228 -0.0973 1.7329
H 1.8672 1.7283 -2.3775
H -0.1843 1.2193 0.1456
N 1.7186 0.7464 -2.5868
H 2.2769 -1.3887 -0.0752
N -0.7616 -1.4248 0.4584
N 1.4904 0.0480 -1.3580
H -3.5401 -0.0096 0.9071
N -0.0840 -1.8035 1.3446
H 2.5640 0.4515 -3.0778
*
```

From a natural (NBO) analysis of the wavefunction, the atomic charges in e read:
1. H 0.187
2. H 0.174
3. H 0.162
4. H 0.202
5. C -0.430
6. N -0.428
7. C -0.453
8. H 0.352
9. H 0.209
10. H 0.203
11. H 0.371
12. C -0.439
13. H 0.342
14. H 0.233
15. N -0.674
16. H 0.214
17. N 0.055
18. N -0.478
19. H 0.177
20. N -0.308
21. H 0.329



Which of them is most stable? Easy: model A.



Model A:
Below is a cluster of 2 separate species, ClH4NSi in total, with properties calculated with ωB97M-V/def2-TZVPD.

Output
LUMO level (eV): -0.196
Kohn-Sham gap (Ha): 0.367
Structure (SMILES): N=[SiH2].Cl
HOMO level (eV): -10.18

The geometry in ORCA input format:
```
! RIJCOSX wB97M-V def2-TZVPD def2/J DEFGRID3
* xyz 0 1
Si -0.5423 -0.0885 -0.7644
Cl 2.9810 0.1383 1.9022
H 0.2526 0.7475 1.3956
H 1.6881 -0.3672 1.8795
N -0.0267 -0.0309 0.7188
H -1.0412 -1.2881 -1.2997
H -0.7022 0.9282 -1.6785
*
```

From a natural (NBO) analysis of the wavefunction, the atomic charges in e read:
1. Si 1.453
2. Cl -0.338
3. H 0.417
4. H 0.320
5. N -1.406
6. H -0.211
7. H -0.234



Model B:
Below is a cluster of 2 separate species, ClH4NSi in total, with properties calculated with ωB97M-V/def2-TZVPD.

Output
LUMO level (eV): -1.067
Kohn-Sham gap (Ha): 0.335
Structure (SMILES): N=[SiH2].Cl
HOMO level (eV): -10.18

The geometry in ORCA input format:
```
! RIJCOSX wB97M-V def2-TZVPD def2/J DEFGRID3
* xyz 0 1
H 1.9810 0.1900 0.2116
H -1.6904 -1.7271 -0.4069
H 0.4924 1.2057 -0.2112
Cl 3.3293 0.4199 -0.1157
Si -1.4465 -0.2817 -0.0828
N 0.0635 0.3412 -0.2000
H -2.7293 -0.1480 0.8050
*
```

From a natural (NBO) analysis of the wavefunction, the atomic charges in e read:
1. H 0.321
2. H -0.198
3. H 0.395
4. Cl -0.348
5. Si 1.377
6. N -1.360
7. H -0.187



Which of them is most stable? Easy: model A.



Model A:
Below is a structure of composition C25H22N5S4Ti, with properties calculated with ωB97M-V/def2-TZVPD.

Output
LUMO level (eV): -3.925
Kohn-Sham gap (Ha): 0.248
HOMO level (eV): -10.67

The geometry in ORCA input format:
```
! RIJCOSX wB97M-V def2-TZVPD def2/J DEFGRID3
* xyz 1 1
Ti 0.1949 0.3736 0.4922
H -4.6099 1.4486 -1.2751
C 2.1397 2.4794 -2.8906
C 1.9750 1.5950 -3.9455
C 3.0966 -2.7215 1.5749
H 1.4298 -3.3711 -0.4818
H 0.3209 -3.0629 0.8411
C -2.7239 -1.2827 3.1480
C -2.1011 3.7196 -1.3499
C 2.1549 -1.9467 0.9237
C 4.1658 -2.0947 2.1922
C 3.2736 -0.0123 1.4757
H 3.3035 1.0656 1.4009
H -2.8859 0.1328 -0.2074
H 2.9979 -3.7990 1.5811
H -3.0705 -3.4019 0.5334
S -0.0846 -0.9969 3.8590
H 5.1063 -0.1860 2.5557
C -1.3152 1.6236 -0.3674
C -1.6957 -1.8196 0.6339
H 1.4031 -0.4078 -4.4795
H -1.6088 -1.2542 -1.4355
C 1.0247 -2.5824 0.1597
N -5.2239 4.5797 -2.6722
C -3.2419 -2.2712 2.4232
C 1.5076 0.3196 -3.6853
C -3.6216 1.8692 -1.1446
C 0.9069 -1.4581 -2.0066
H -1.2704 -2.9701 -1.1329
C -4.3989 3.9534 -2.1761
H -1.6247 0.5387 2.9059
H 2.2247 1.8898 -4.9558
S 1.6846 1.7082 3.5718
H 1.8440 2.7295 -0.7740
C 1.1949 -0.0328 -2.3841
H -1.9069 4.7441 -1.6378
H 1.8748 -1.9652 -1.9957
C -3.3640 3.1705 -1.5551
S 0.5959 2.2227 1.8788
H -4.1005 -2.8245 2.7775
N 0.2996 -1.5932 -0.6681
H 0.2993 -1.9571 -2.7647
S 0.3029 0.7816 4.7657
H -3.1355 -1.0024 4.1085
N -1.1178 -0.7546 1.3271
N 1.2731 0.8477 -1.3786
C -1.5112 -0.5286 2.7156
H 4.9154 -2.6767 2.7115
C -2.6745 -2.5886 1.1256
H -0.1527 3.4326 -0.6081
N 2.2167 -0.6081 0.9085
C 1.7619 2.0708 -1.6279
C -1.1344 -1.9560 -0.7448
C 4.2746 -0.7156 2.1147
C -2.6144 1.1223 -0.5495
C -1.1079 2.9496 -0.7729
H 2.5331 3.4743 -3.0384
*
```

From a natural (NBO) analysis of the wavefunction, the atomic charges in e read:
1. Ti 1.640
2. H 0.232
3. C -0.238
4. C -0.108
5. C -0.196
6. H 0.224
7. H 0.256
8. C -0.184
9. C -0.162
10. C 0.219
11. C -0.124
12. C 0.096
13. H 0.222
14. H 0.199
15. H 0.230
16. H 0.231
17. S 0.102
18. H 0.245
19. C -0.480
20. C 0.161
21. H 0.238
22. H 0.241
23. C -0.263
24. N -0.270
25. C -0.207
26. C -0.231
27. C -0.170
28. C -0.257
29. H 0.222
30. C 0.261
31. H 0.247
32. H 0.242
33. S 0.024
34. H 0.230
35. C 0.235
36. H 0.234
37. H 0.237
38. C -0.157
39. S -0.324
40. H 0.235
41. N -0.480
42. H 0.235
43. S 0.046
44. H 0.235
45. N -0.771
46. N -0.525
47. C -0.181
48. H 0.240
49. C -0.267
50. H 0.207
51. N -0.554
52. C 0.087
53. C -0.255
54. C -0.244
55. C -0.144
56. C -0.207
57. H 0.247



Model B:
Below is a structure of composition C25H22N5S4Ti, with properties calculated with ωB97M-V/def2-TZVPD.

Output
LUMO level (eV): -3.718
Kohn-Sham gap (Ha): 0.225
HOMO level (eV): -9.83

The geometry in ORCA input format:
```
! RIJCOSX wB97M-V def2-TZVPD def2/J DEFGRID3
* xyz 1 1
C 0.6066 -1.8280 2.4035
C 2.0349 3.2222 -2.6319
N 2.0143 -0.8882 0.6772
C 2.4937 4.4814 -3.1757
H 0.3978 -1.6909 3.4656
C -2.4621 -2.1690 0.2524
C 1.0310 1.0571 -2.9320
H 1.7441 1.6413 0.3173
Ti 0.2341 -0.9162 -0.5538
C -2.7006 -1.1063 -1.7826
H -0.7199 -0.0318 3.1944
H -4.5999 -1.2002 -2.7415
H -2.8655 4.0197 1.6922
H 0.7664 -2.8886 2.2126
C 3.2312 -0.6085 0.2070
C 1.4834 2.2618 -3.4639
H -0.9138 2.0493 -1.5619
S 2.1080 -2.0892 -2.8397
C -2.0771 2.0584 2.0427
H 3.3031 -0.4662 -0.8607
C -4.5631 -2.2692 -0.8656
H 2.5775 3.7298 -0.6192
N -0.9918 0.9764 0.2055
H 5.2829 -0.1766 0.6078
N 2.8546 5.4845 -3.6036
H -5.5915 -2.6007 -0.9175
C 1.6768 1.7801 -0.7562
H -0.9666 -3.4062 1.1085
H 4.9739 -0.3852 3.0857
C -3.7737 -2.6085 0.2202
C 1.1013 0.7799 -1.5639
C -1.9572 3.1549 -0.0618
H -4.1601 -3.2016 1.0378
C 4.1519 -0.5514 2.4021
H -2.0784 -2.7317 2.2915
C -1.5244 -2.5114 1.3751
C -4.0204 -1.4950 -1.8788
S 0.9311 -3.4948 -0.2183
C -2.3501 3.1673 1.2702
C 4.3259 -0.4251 1.0433
S 2.6466 -3.4743 -1.2609
C 2.9014 -0.9316 2.8886
H 1.4082 2.4489 -4.5272
C -1.2516 -0.2690 2.2731
N -1.9293 -1.4472 -0.7400
N -0.5577 -1.3931 1.5811
H -2.3718 2.0055 3.0828
C 1.8727 -1.1375 2.0011
C 2.1425 2.9768 -1.2633
H -2.2419 -0.6146 2.5796
H -2.1567 3.9868 -0.7221
S 0.1073 -2.0177 -2.6681
H 2.7367 -1.1101 3.9427
H 0.6097 0.3317 -3.6128
C -1.4265 0.9759 1.4625
H -2.2275 -0.5184 -2.5586
C -1.2708 2.0646 -0.5426
*
```

From a natural (NBO) analysis of the wavefunction, the atomic charges in e read:
1. C -0.260
2. C -0.156
3. N -0.569
4. C 0.260
5. H 0.214
6. C 0.222
7. C -0.167
8. H 0.209
9. Ti 1.489
10. C 0.081
11. H 0.236
12. H 0.247
13. H 0.240
14. H 0.272
15. C 0.112
16. C -0.189
17. H 0.235
18. S 0.037
19. C -0.242
20. H 0.246
21. C -0.112
22. H 0.233
23. N -0.514
24. H 0.246
25. N -0.273
26. H 0.242
27. C -0.239
28. H 0.262
29. H 0.239
30. C -0.226
31. C -0.460
32. C -0.235
33. H 0.240
34. C -0.117
35. H 0.217
36. C -0.255
37. C -0.234
38. S -0.394
39. C -0.115
40. C -0.245
41. S 0.014
42. C -0.238
43. H 0.236
44. C -0.256
45. N -0.530
46. N -0.480
47. H 0.234
48. C 0.216
49. C -0.168
50. H 0.231
51. H 0.245
52. S -0.260
53. H 0.235
54. H 0.219
55. C 0.227
56. H 0.230
57. C 0.071



Which of them is most stable? Easy: model B.



Model A:
Below is a cluster of 2 separate species, C3H11O in total, with properties calculated with ωB97M-V/def2-TZVPD.

Output
LUMO level (eV): -5.200
Kohn-Sham gap (Ha): 0.355
HOMO level (eV): -14.85

The geometry in ORCA input format:
```
! RIJCOSX wB97M-V def2-TZVPD def2/J DEFGRID3
* xyz 1 1
H -0.9659 -1.5586 -2.0757
H 0.8858 0.9360 2.9449
H 0.7283 -0.9122 -2.3660
H -0.4523 -0.7376 0.3379
C -0.3413 -0.7018 -2.3118
H 1.4296 -0.5053 2.3927
H -0.5661 -0.4760 -3.3615
O 0.8283 -0.0351 3.0258
H 0.9673 0.3150 -0.0325
C -0.1246 0.2489 -0.0024
C -0.6125 0.5165 -1.4476
H -1.6745 0.7453 -1.4601
H -0.5209 1.0109 0.6757
H -0.0792 -0.3887 2.9473
H -0.0604 1.3756 -1.8155
*
```

From a natural (NBO) analysis of the wavefunction, the atomic charges in e read:
1. H 0.214
2. H 0.585
3. H 0.207
4. H 0.192
5. C -0.621
6. H 0.588
7. H 0.231
8. O -0.761
9. H 0.195
10. C -0.640
11. C -0.386
12. H 0.212
13. H 0.187
14. H 0.584
15. H 0.211



Model B:
Below is a cluster of 2 separate species, C3H11O in total, with properties calculated with ωB97M-V/def2-TZVPD.

Output
LUMO level (eV): -4.548
Kohn-Sham gap (Ha): 0.399
HOMO level (eV): -15.39

The geometry in ORCA input format:
```
! RIJCOSX wB97M-V def2-TZVPD def2/J DEFGRID3
* xyz 1 1
H -0.0894 1.5028 -1.2723
H -1.6229 0.4442 0.4571
H -1.0765 -1.3680 1.0767
H 1.2358 0.7297 -0.1233
H 0.5257 -0.6613 -0.8612
H 0.7210 -0.9510 0.8473
C -0.3180 -0.6184 1.4894
H 0.5405 2.4751 0.0012
H 0.5627 -0.7604 -2.4690
C -0.7804 0.8699 0.8989
H -0.9601 1.6518 1.6397
O 0.4933 -1.2919 -1.6950
H 1.0449 -2.0627 -1.6610
C 0.2808 1.3997 -0.1559
H 0.0774 -0.5718 2.5305
*
```

From a natural (NBO) analysis of the wavefunction, the atomic charges in e read:
1. H 0.210
2. H 0.215
3. H 0.228
4. H 0.179
5. H 0.596
6. H 0.106
7. C -0.571
8. H 0.277
9. H 0.564
10. C -0.424
11. H 0.247
12. O -0.800
13. H 0.572
14. C -0.665
15. H 0.266



Which of them is most stable? Easy: model A.



Model A:
Below is a cluster of 2 separate species, C3H9O3P in total, with properties calculated with ωB97M-V/def2-TZVPD.

Output
LUMO level (eV): 0.162
Kohn-Sham gap (Ha): 0.311
HOMO level (eV): -8.31

The geometry in ORCA input format:
```
! RIJCOSX wB97M-V def2-TZVPD def2/J DEFGRID3
* xyz 0 1
C -1.9723 -0.4398 0.4977
H 1.3799 2.3494 -0.7815
H 2.5846 -0.8475 1.0325
P 0.5291 -0.8458 -0.2541
H -0.4550 1.7340 -0.5685
H -2.0085 0.6002 0.2898
O 0.9371 0.2828 -1.3612
O 0.8351 -2.1893 -0.8013
H 1.5958 0.7507 0.8383
H -1.6980 -0.6251 1.4915
H -2.6749 -2.2792 -0.2071
O -2.8537 -1.2723 -0.1633
H 0.2864 2.0667 -2.0917
C 1.6728 -0.3491 1.1287
C 0.5231 1.5950 -1.1700
H 1.3184 -0.5307 2.1202
*
```

From a natural (NBO) analysis of the wavefunction, the atomic charges in e read:
1. C -0.082
2. H 0.177
3. H 0.251
4. P 1.824
5. H 0.172
6. H 0.175
7. O -0.801
8. O -1.083
9. H 0.231
10. H 0.161
11. H 0.514
12. O -0.710
13. H 0.198
14. C -0.987
15. C -0.275
16. H 0.235



Model B:
Below is an isolated molecule of C3H9O3P, with properties calculated with ωB97M-V/def2-TZVPD.

Output
LUMO level (spin up / spin down) (eV): 0.050 / 0.047
Kohn-Sham gap (spin up / spin down) (Ha): 0.269 / 0.269
Structure (SMILES): OC=[PH2][C@@H](O)CO
HOMO level (spin up / spin down) (eV): -7.28 / -7.28

The geometry in ORCA input format:
```
! RIJCOSX wB97M-V def2-TZVPD def2/J DEFGRID3
* xyz 0 1
H 0.9235 2.1274 0.8186
O -0.9801 -1.7460 -0.4950
P 0.9528 0.8288 0.3416
C -1.4660 -1.0417 0.6792
H -1.7057 0.9866 1.2339
H -0.0463 -1.6647 -0.4425
C 2.7265 0.6234 0.4021
H -2.4583 -1.4131 0.7528
O 3.2066 -0.4062 -0.4733
H 3.1420 0.6189 1.3501
C -1.2273 0.3818 0.4231
O -1.7438 0.9426 -0.7758
H 0.8801 1.3145 -1.1475
H -0.9774 -1.2759 1.6181
H -1.6042 0.3337 -1.4301
H 2.7213 -0.0785 -1.2294
*
```

From a natural (NBO) analysis of the wavefunction, the atomic charges in e read:
1. H 0.015
2. O -0.720
3. P 0.518
4. C -0.141
5. H 0.193
6. H 0.460
7. C -0.320
8. H 0.198
9. O -0.686
10. H 0.173
11. C -0.085
12. O -0.699
13. H -0.021
14. H 0.179
15. H 0.472
16. H 0.465



Which of them is most stable? Easy: model A.